1.
# C14H23N6O2PS2SnTe

A structure of composition C14H23N6O2PS2SnTe in a non-equilibrium geometry (the ωB97M-V functional and the def2-TZVPD basis, the OMol25 dataset).

- electronic energy (a.u.) = -2645.88618
- charge = +2
- LUMO energy (eV) = -5.607

Each line ends with the natural charge from an NBO analysis.
Positions of all 50 atoms, in Å:
H (12.18533, 15.72346, 7.96624)  0.2394
H (4.99153, 13.36581, 4.84955)  0.4366
N (5.37578, 10.56417, 10.77453)  -0.8587
H (11.47468, 8.78322, 12.32554)  0.2593
C (9.92272, 14.43945, 6.86882)  0.2874
H (5.82105, 14.87734, 4.69936)  0.4148
H (5.63375, 5.58510, 8.01686)  0.4383
N (5.73686, 13.95547, 5.09762)  -0.7218
C (6.70552, 13.43322, 5.80696)  0.3615
H (7.90159, 6.84726, 8.73505)  0.2463
H (10.11192, 16.53173, 7.21548)  0.2610
H (14.14212, 14.64345, 8.90888)  0.2509
P (6.35063, 8.81574, 8.96765)  2.1515
C (13.28360, 14.06875, 8.51035)  -0.1493
H (11.10239, 15.92909, 5.87162)  0.2683
C (10.11176, 15.85050, 6.38355)  -0.6998
H (5.58988, 10.88468, 11.72833)  0.3826
H (4.89198, 8.47840, 10.81994)  0.2234
C (6.85618, 6.98556, 8.97693)  -0.5961
H (6.53625, 8.88942, 11.35012)  0.2345
N (11.13428, 12.52641, 7.74152)  -0.4799
H (9.41385, 16.20475, 5.64273)  0.2213
C (9.91222, 11.59402, 10.88760)  -0.5380
H (6.77397, 6.24608, 6.92724)  0.4423
H (6.48661, 6.47021, 9.91094)  0.2553
O (5.22914, 8.81604, 7.93940)  -1.1217
N (8.88020, 13.71044, 6.71813)  -0.2775
C (11.23514, 9.71835, 11.88098)  -0.3899
C (12.17904, 11.91272, 8.29908)  0.0558
C (12.15784, 14.66620, 8.02387)  -0.2248
H (7.09519, 12.07705, 10.56160)  0.0505
C (11.10729, 13.85395, 7.60764)  0.1365
N (7.78336, 14.21831, 6.02139)  -0.4376
H (7.83556, 15.21302, 5.69850)  0.4062
C (5.73581, 9.15428, 10.66260)  -0.5819
O (7.60128, 9.62878, 8.67098)  -1.2397
Te (8.44077, 12.75514, 9.92574)  0.4769
H (4.45713, 10.86104, 10.50360)  0.3985
C (11.94355, 10.83088, 11.72357)  -0.2619
N (6.13745, 6.42494, 7.71853)  -0.7133
S (6.45676, 11.88073, 6.53434)  -0.2261
H (5.41811, 7.17428, 7.53252)  0.4842
C (11.19382, 11.93317, 11.22672)  -0.2486
Sn (8.76325, 11.01516, 7.42943)  1.1810
H (12.87772, 11.08660, 12.21457)  0.2460
H (14.22315, 12.13245, 8.88415)  0.2429
S (9.66447, 9.94000, 11.27263)  0.4626
H (12.23913, 10.73923, 8.39911)  0.2322
H (11.63344, 12.87626, 11.15330)  0.2311
C (13.33074, 12.67036, 8.61854)  -0.2124

Cartesian forces (eV/Å) of the 6 atoms listed first:
H -0.4520 0.8072 -0.2077
H -1.1545 -0.4988 -0.3590
N 1.4616 0.3473 1.2387
H 0.3387 -0.4533 0.2565
C 0.1513 0.2345 0.1021
H -0.2160 -0.0508 -0.1633



2.
# C22H18N2O

The molecule C22H18N2O in a non-equilibrium geometry (the ωB97M-V functional and the def2-TZVPD basis, the OMol25 dataset).

- electronic energy (a.u.) = -1033.81491
- charge = 0
- LUMO energy (eV) = -0.663
- SMILES = CN(C)c1ccc(C2(OC#N)c3ccccc3-c3ccccc32)cc1

Each line ends with the natural charge from an NBO analysis.
Positions of all 43 atoms, in Å:
C (2.96779, 0.60062, 1.12192)  0.0548
C (-0.96687, -0.72311, -1.27542)  -0.2045
H (-4.52765, 1.74755, -0.71981)  0.2112
H (4.86402, 1.30143, 1.95108)  0.2195
H (-0.79178, 0.13252, 2.00715)  0.2219
H (4.94713, 2.02570, -0.47709)  0.2190
C (1.90088, 0.55056, -0.96194)  -0.0752
H (0.63986, 0.72866, -2.68588)  0.2250
C (1.51098, -0.65729, 2.56190)  -0.1736
H (4.51473, 2.63372, -2.88885)  0.2212
C (-5.24074, 0.92972, -0.52627)  -0.3968
H (-6.19775, -1.54426, -1.08227)  0.1926
C (-1.19044, -0.08400, 1.01842)  -0.2086
C (4.01270, 1.74775, -0.99904)  -0.1865
H (-5.75640, 1.12110, 0.43979)  0.1695
C (1.57303, 1.00196, -2.21954)  -0.1718
O (1.50349, -2.06439, -0.51495)  -0.5627
C (2.39397, -0.43227, 3.61514)  -0.2132
H (2.19380, -0.86669, 4.58366)  0.2197
C (-3.17426, -0.44551, -0.33070)  0.1843
H (2.37775, 1.96545, -3.95332)  0.2184
C (3.91813, 0.76616, 2.14416)  -0.2075
C (-5.44422, -1.48133, -0.26253)  -0.3971
H (-2.78591, -1.06855, -2.36776)  0.2255
H (-4.84488, -2.41265, -0.22281)  0.2118
C (3.02340, 1.06126, -0.28802)  -0.0358
C (1.18771, -0.46695, -0.04509)  0.3073
N (-4.55558, -0.35466, -0.52087)  -0.5006
H (-5.98077, -1.33839, 0.71098)  0.1718
H (-0.32298, -1.03647, -2.09685)  0.2215
H (0.63343, -1.25614, 2.69431)  0.2230
C (2.53247, 1.72667, -2.92109)  -0.2078
C (2.57178, -2.68121, -0.83317)  0.5673
H (4.30674, 0.40411, 4.24942)  0.2217
H (-3.23766, 0.08020, 1.75177)  0.2212
C (1.82770, -0.20268, 1.30392)  -0.1062
C (3.75930, 2.07053, -2.33800)  -0.1880
H (-6.01267, 0.93057, -1.32172)  0.1934
C (3.61928, 0.22802, 3.41120)  -0.1849
C (-0.34464, -0.41096, -0.06404)  -0.0049
N (3.52808, -3.31602, -1.13343)  -0.4664
C (-2.58858, -0.13000, 0.90149)  -0.2233
C (-2.34439, -0.78072, -1.41586)  -0.2059

Cartesian forces (eV/Å) of the 6 atoms listed first:
C 1.0599 -0.4017 0.1623
C 0.2036 -0.7178 -0.1421
H -0.2942 -0.3452 0.0666
H -0.6601 -0.2876 0.1988
H 0.0635 0.1330 -0.3528
H -0.6153 -0.0240 -0.5312



3.
# C28H41Ge2N4RuSSeSi

A structure of composition C28H41Ge2N4RuSSeSi in a non-equilibrium geometry (the ωB97M-V functional and the def2-TZVPD basis, the OMol25 dataset).

- electronic energy (a.u.) = -8647.88977
- charge = +2
- spin multiplicity = 2
- LUMO energy (alpha / beta) (eV) = -8.101 / -7.896

Each line ends with the Mulliken spin population.
Positions of all 79 atoms, in Å:
C (-2.03148, 0.82721, -5.40176)  -0.0013
C (3.69474, 0.82483, -3.15727)  0.0035
C (-5.27563, -0.89510, 0.47794)  -0.0021
N (1.56546, 0.41550, 1.04657)  -0.0526
H (1.08145, -6.55795, -1.98478)  0.0002
H (-6.35925, 2.27251, 0.94635)  0.0000
C (0.25782, 0.21514, 2.86155)  0.0040
C (-2.01225, 0.34824, -3.04469)  -0.0107
C (-2.94776, 4.59315, -2.19016)  -0.0076
H (-0.38426, -1.40466, 6.17279)  0.0003
H (2.01684, -4.10454, 1.71056)  0.0000
H (0.74780, 0.69771, 4.74227)  0.0000
C (3.78205, 0.98793, -1.79230)  0.0056
H (-2.98607, 4.32817, -3.24207)  0.0004
N (1.40032, 0.58460, 2.34991)  -0.0013
H (3.51623, 1.54781, 2.24780)  0.0002
C (0.83448, -5.50153, -1.99690)  0.0050
Si (0.58869, -4.85673, -0.22560)  0.0396
H (-1.48776, 0.75427, 5.55118)  -0.0002
H (-0.68478, -6.62991, 0.95974)  -0.0001
C (2.19741, -4.58289, 0.75166)  -0.0006
C (-1.16162, -1.37921, 5.41094)  -0.0022
C (-2.24039, -0.51470, -5.67701)  -0.0007
H (1.02735, 3.18995, -1.49673)  0.0042
C (-0.81991, -5.55829, 0.84303)  0.0086
C (-1.90806, 1.25328, -4.09030)  0.0097
C (2.66213, 0.83919, 0.44481)  0.0300
C (-2.20974, -1.00030, -3.32960)  0.0041
H (-2.04335, 0.03928, 4.02579)  -0.0011
H (-1.05662, 5.11803, 0.75335)  -0.0046
H (-7.07194, -0.06495, 1.28966)  0.0001
H (-1.95715, 1.54303, -6.20552)  0.0000
Ru (0.09281, -0.32088, -0.17214)  0.6387
C (-4.02754, -0.62436, -0.05382)  -0.0091
N (1.55300, 0.13518, -1.53553)  -0.0029
H (-3.36026, -1.44314, -0.31051)  0.0053
H (-0.06063, -5.37822, -2.60143)  -0.0002
C (-3.62763, 0.69277, -0.26821)  -0.0364
N (-0.01251, 0.39554, 4.14670)  -0.0032
H (-2.32537, -0.84974, -6.69927)  0.0001
H (2.66027, -5.54370, 0.95346)  0.0004
H (2.91907, -3.98587, 0.20124)  0.0001
H (-4.16746, 2.76048, -0.04657)  0.0042
H (-0.94094, -2.12383, 4.64716)  0.0010
H (-2.27420, -1.72762, -2.52737)  0.0070
Se (-0.21450, -2.54673, -0.82738)  0.4219
H (-2.31819, 3.99579, 1.25817)  0.0018
C (-4.47167, 1.73078, 0.09990)  0.0092
H (3.90461, 2.53004, 0.82550)  0.0014
H (4.68231, 1.36115, -1.33224)  0.0002
C (0.28033, 3.75706, -2.05040)  -0.0144
C (-1.25436, 0.01092, 4.78519)  0.0039
H (-1.80232, -5.39888, 0.40507)  0.0017
H (-3.93233, 4.45741, -1.75370)  0.0005
H (-1.73962, 2.30197, -3.87955)  0.0037
C (2.68764, 0.64946, -0.97974)  0.0044
H (-2.49892, -2.47705, -4.84187)  -0.0010
H (-2.10931, -1.63085, 5.87885)  -0.0001
H (-0.62253, 3.47502, 1.22628)  0.0015
C (-6.11165, 0.14688, 0.84544)  -0.0009
H (-2.67925, 5.64411, -2.10897)  -0.0062
C (1.48437, -0.02578, -2.86007)  -0.0136
H (-5.58682, -1.92065, 0.60975)  -0.0002
H (4.69909, 0.97856, 1.05953)  0.0025
Ge (-1.53079, 3.58624, -1.20890)  -0.1218
C (2.51604, 0.31738, -3.70732)  -0.0015
H (0.56239, -0.44932, -3.24349)  0.0123
S (-0.98249, -0.53105, 1.84394)  0.1290
C (-5.71057, 1.45989, 0.65620)  -0.0009
H (-0.81525, -5.12274, 1.84048)  0.0025
Ge (-1.82170, 0.85734, -1.11017)  -0.0558
C (-2.33523, -1.42817, -4.63984)  -0.0066
H (1.65200, -4.98137, -2.49138)  0.0039
C (-1.37629, 4.07812, 0.72235)  -0.0108
H (0.54719, 4.81052, -1.99920)  -0.0045
H (2.41138, 0.18465, -4.77116)  0.0004
H (4.52798, 1.08206, -3.79115)  0.0001
C (3.76077, 1.51350, 1.18952)  -0.0004
H (0.29924, 3.45489, -3.09400)  0.0021

Cartesian forces (eV/Å) of the 6 atoms listed first:
C -0.0184 -0.0264 -0.0594
C -0.5439 -0.2517 -0.4362
C 0.0337 -0.1780 0.0538
N -0.4751 0.4306 -1.3968
H 0.0254 -0.2621 0.1628
H -0.0559 0.0642 0.0062



4.
# CH5NO2P

A cluster of 2 separate species, CH5NO2P in total in a non-equilibrium geometry (the ωB97M-V functional and the def2-TZVPD basis, the OMol25 dataset).

- electronic energy (a.u.) = -587.65162
- charge = -1
- LUMO energy (eV) = 4.618

Each line ends with the natural charge from an NBO analysis.
Positions of all 10 atoms, in Å:
O (-1.93095, -1.38106, 0.27815)  -1.1357
H (1.76727, -1.75597, -0.88515)  0.3149
C (-1.07507, 1.10380, 0.27087)  -1.0379
H (-0.59600, 1.87378, -0.36440)  0.1965
P (-0.82699, -0.62752, -0.40344)  1.2536
H (2.27295, -0.05347, -0.87483)  0.2920
N (2.09760, -0.98376, -0.32033)  -0.5872
H (-2.25554, 1.22757, 0.29439)  0.2058
O (1.20393, -0.75575, 0.76273)  -0.7330
H (-0.65721, 1.35237, 1.24201)  0.2309

Cartesian forces (eV/Å) of the 6 atoms listed first:
O -0.0171 -0.3435 -0.0485
H -0.2664 0.4342 -0.4620
C -1.7368 0.9087 -0.4895
H -0.4746 -0.2976 -0.2095
P 1.4114 0.2883 1.5304
H -0.9148 -2.4771 0.9112



The energy above the lowest of the compared OMol25 structures with the same formula, charge and spin results, record by record, are as follows: 0.00 129.02 6.83 448.01 kJ/mol.